Computed, not measured: a 12-piece molecular cluster, C38H64Cl4O30 overall at a distorted geometry, with ωB97M-V/def2-TZVPD.

```
136
Properties=species:S:1:pos:R:3:forces:R:3:lowdin_charge:R:1
C -14.48362 4.30660 -23.58104 -0.54 1.30 0.48 -0.057
C -15.77309 5.14656 -23.28894 2.33 -0.12 0.05 -0.188
O -16.73530 4.57648 -24.15166 -1.73 -0.32 0.37 -0.004
C -17.98311 4.38376 -23.70086 -1.46 0.05 2.63 -0.505
O -18.45944 4.69212 -22.58087 1.61 -0.97 -3.74 0.087
O -18.62348 3.71624 -24.69268 0.99 0.44 0.41 -0.023
C -19.87074 3.09216 -24.49018 -0.75 -0.43 0.78 -0.058
H -14.59094 3.39367 -22.99526 0.11 -0.36 -0.69 0.082
H -13.56131 4.77370 -23.23574 -0.16 0.31 0.26 0.054
H -14.36641 4.21643 -24.66097 -0.12 -0.61 0.10 0.048
H -15.68402 6.19510 -23.57309 0.17 0.05 0.13 0.117
H -15.95770 5.07132 -22.21733 -0.72 0.01 -0.24 0.126
H -19.83690 2.09876 -24.93751 0.02 0.35 -0.72 0.093
H -20.66188 3.73958 -24.86839 -0.01 -0.29 -0.17 0.098
H -20.10909 2.82804 -23.45987 0.36 0.68 0.35 0.094
C -8.77489 7.00101 -21.36333 -0.71 -0.61 -0.57 -0.030
C -9.83420 7.88073 -21.96478 -1.29 1.16 -0.91 -0.181
O -10.50099 7.25259 -23.10494 0.17 -1.27 -1.33 0.000
C -11.54201 7.80853 -23.78497 1.82 -1.37 1.21 -0.544
O -12.09048 8.77628 -23.35838 -1.05 0.90 -0.78 0.139
O -11.79561 7.05919 -24.90810 -0.32 0.70 0.64 -0.017
C -12.85360 7.55500 -25.77893 0.05 0.41 0.22 -0.008
H -7.93949 7.08713 -22.05816 0.37 -0.45 0.51 0.067
H -9.12003 5.96771 -21.32790 0.06 -0.16 -0.07 0.078
H -8.55063 7.30567 -20.34108 0.33 0.29 -0.17 0.064
H -9.29489 8.73088 -22.38249 -0.40 0.45 0.20 0.101
H -10.62511 8.21692 -21.29431 0.19 -0.01 0.17 0.103
H -12.71191 7.26881 -26.82110 0.92 -0.01 0.14 0.078
H -12.87489 8.63961 -25.67271 -0.20 -0.05 -0.16 0.080
H -13.83753 7.12510 -25.59141 0.08 -0.03 0.86 0.080
C -13.19526 9.38080 -29.44041 -1.81 -2.24 -0.65 -0.075
C -13.22597 10.52867 -28.56582 0.76 2.10 1.03 -0.227
O -13.39540 11.73314 -29.37612 0.43 -0.55 1.71 0.032
C -12.88159 12.84551 -28.84697 1.83 1.79 0.06 -0.491
O -11.93408 12.99357 -28.02196 -3.89 -0.43 -2.81 0.066
O -13.55739 13.80975 -29.58494 0.56 -0.46 1.26 -0.041
C -13.31857 15.19613 -29.31509 0.80 -0.35 -0.19 -0.045
H -12.32875 8.72428 -29.36142 -0.14 0.23 -0.53 0.090
H -13.63956 9.56982 -30.41763 1.18 0.41 -0.51 0.098
H -14.08926 8.85168 -29.11042 0.37 -1.19 0.31 0.068
H -12.33747 10.66224 -27.94871 0.12 -0.04 -0.16 0.117
H -14.05868 10.41631 -27.87151 -0.20 0.71 -0.03 0.122
H -13.89729 15.80820 -30.00686 -0.35 -0.44 0.10 0.089
H -12.27726 15.37870 -29.58052 0.13 0.32 0.58 0.093
H -13.57533 15.42380 -28.28052 0.26 0.14 -0.09 0.098
C -8.27142 11.60387 -25.75005 0.15 -1.29 -0.19 -0.032
C -8.94919 10.44468 -24.94072 1.82 2.50 0.74 -0.217
O -8.97708 9.21629 -25.60877 -0.56 -3.25 -1.34 0.023
C -8.00933 8.26088 -25.39714 1.06 1.32 3.49 -0.455
O -6.91639 8.57973 -24.90744 -1.72 -0.75 -1.54 0.080
O -8.44217 6.95411 -25.42883 -0.03 2.64 -1.19 -0.014
C -7.42660 5.96136 -25.40393 0.65 -0.71 -0.20 -0.054
H -7.95131 12.44080 -25.12942 -0.37 -0.05 0.19 0.077
H -8.97521 11.92547 -26.51774 0.08 0.24 0.05 0.070
H -7.37552 11.24748 -26.25844 0.06 -0.11 0.02 0.072
H -9.91735 10.89966 -24.73153 -0.63 -1.25 -0.18 0.110
H -8.46355 10.29231 -23.97686 0.15 0.10 -0.03 0.095
H -6.40526 6.31097 -25.55470 -0.24 0.56 0.11 0.093
H -7.61445 5.26693 -26.22283 -0.30 -0.05 0.11 0.090
H -7.44445 5.42945 -24.45270 -0.23 0.08 0.02 0.096
O -7.06713 8.09981 -18.16567 0.97 -2.26 3.30 0.046
C -6.93439 7.43080 -17.11284 -2.53 0.92 -6.54 -0.602
O -6.56434 7.85632 -15.99383 2.16 2.24 4.33 0.143
C -6.44350 6.77711 -15.06232 0.65 0.08 1.27 -0.107
C -7.35560 5.77735 -15.61855 -0.61 -1.23 -1.14 -0.110
O -7.34683 6.15670 -17.02300 0.14 -1.38 -0.08 0.053
H -5.45718 6.31426 -15.03003 0.48 0.57 -0.85 0.137
H -6.55919 6.97379 -13.99647 -0.73 1.05 -0.29 0.146
H -8.41485 5.70949 -15.37057 0.19 0.33 0.62 0.140
H -6.83800 4.84048 -15.41252 -0.63 -0.50 -0.67 0.134
O -16.62409 13.53307 -23.18402 2.15 -4.82 -0.56 0.094
C -16.12874 12.38239 -23.28954 -0.17 4.25 0.88 -0.448
O -16.83219 11.23532 -23.23700 -0.18 1.20 -1.07 0.077
C -16.01634 10.17157 -23.64334 0.34 -2.05 1.24 -0.142
C -14.59919 10.67809 -23.50900 1.16 0.09 -0.64 -0.119
O -14.74337 12.12330 -23.38117 -2.23 -0.65 -0.09 0.043
H -16.32237 9.34661 -23.00001 0.55 -0.03 0.43 0.132
H -16.12191 9.70648 -24.62346 -0.83 1.03 -0.58 0.122
H -14.07317 10.41434 -24.42651 0.01 0.65 -0.39 0.103
H -13.89408 10.24697 -22.79833 -0.76 0.36 0.83 0.101
O -13.38006 6.02985 -29.14525 -2.08 -1.23 0.02 0.119
C -14.37710 5.45037 -28.73901 2.66 0.14 -3.12 -0.564
O -15.20181 4.60535 -29.43400 0.42 0.58 -0.92 0.060
C -16.24417 4.05558 -28.57981 1.39 0.40 -1.21 -0.075
C -15.89190 4.84988 -27.33035 -3.54 -3.40 1.48 -0.165
O -14.71431 5.48420 -27.49907 0.46 1.51 1.72 0.088
H -17.24114 4.24149 -28.97931 0.19 0.49 -0.12 0.128
H -16.15024 2.96964 -28.58130 0.43 0.05 0.40 0.129
H -15.73467 4.07844 -26.57652 -0.58 0.68 0.74 0.129
H -16.79451 5.45168 -27.22430 0.63 0.70 1.07 0.146
O -13.71687 12.19641 -19.77438 3.95 1.06 -2.63 0.090
C -12.72530 12.35420 -20.53518 -3.64 -0.96 2.08 -0.502
O -11.96311 13.44145 -20.70418 -1.31 1.29 1.36 0.117
C -10.91743 13.18220 -21.55813 2.15 0.12 -2.43 -0.151
C -11.19392 11.83000 -22.07817 1.25 -2.67 -0.41 -0.155
O -12.29996 11.39000 -21.35200 -0.98 -0.82 0.67 0.040
H -10.84687 13.66116 -22.53472 -0.78 1.85 0.51 0.139
H -9.90840 13.30609 -21.16494 -0.37 -0.16 0.81 0.119
H -10.35982 11.15481 -21.88709 0.07 -0.21 0.10 0.116
H -11.40708 11.71975 -23.14143 -0.26 0.43 -0.03 0.123
O -7.61921 12.55153 -21.45016 2.04 -3.59 -1.13 0.093
C -6.90496 11.54906 -21.69522 -4.10 4.01 1.63 -0.515
O -7.36097 10.27125 -21.78826 -1.97 2.90 0.77 0.016
C -6.27867 9.45512 -21.65325 1.33 -2.09 -1.47 -0.157
C -5.20082 10.36116 -22.24841 1.56 -2.74 0.23 -0.110
O -5.60515 11.62561 -21.82844 0.47 0.48 -0.23 0.114
H -6.10711 9.06468 -20.65014 -0.06 0.50 0.32 0.134
H -6.55291 8.61240 -22.28785 0.81 -0.23 -0.07 0.107
H -5.15364 10.25383 -23.33208 -0.21 0.33 -0.08 0.134
H -4.22990 10.08286 -21.83857 0.09 0.47 -0.01 0.137
O -12.43440 5.97407 -21.14253 1.89 -3.04 3.70 0.099
C -11.82129 5.23014 -20.32144 -1.34 3.36 -3.92 -0.524
O -11.17614 4.13731 -20.66849 -1.23 -0.61 -3.30 0.073
C -10.55581 3.53263 -19.61595 0.96 -1.13 0.61 -0.168
C -10.39991 4.67668 -18.66235 -0.15 -2.10 0.80 -0.096
O -11.53337 5.49260 -19.05961 1.01 1.07 1.88 0.075
H -11.16186 2.73671 -19.18316 -0.19 -0.13 -0.20 0.137
H -9.61801 3.11471 -19.98198 0.00 -0.04 0.18 0.144
H -9.35427 4.98278 -18.69457 -0.46 1.64 -0.29 0.125
H -10.52563 4.17589 -17.70240 -0.47 1.05 0.50 0.132
Cl -13.15471 8.47139 -17.90805 -2.35 -1.87 2.04 0.656
C -11.99490 9.25495 -18.81948 1.80 0.60 -0.96 -0.734
C -10.54082 8.76745 -18.37116 -1.82 -0.27 -0.54 -0.661
Cl -9.38594 9.94566 -18.87770 0.86 0.87 -0.45 0.665
H -12.26968 10.30728 -18.74746 1.09 0.25 0.44 0.043
H -12.27991 9.05983 -19.85331 0.89 -0.39 -0.25 0.055
H -10.29681 7.79380 -18.79608 -0.20 0.15 -0.64 0.035
H -10.42150 8.53077 -17.31387 -0.51 0.80 0.23 0.064
Cl -9.94278 2.30757 -27.77962 0.69 -1.91 -0.63 0.629
C -11.11417 3.41565 -27.24528 -0.16 2.78 0.95 -0.761
C -10.96564 3.79720 -25.79022 -0.90 -0.11 0.47 -0.608
Cl -11.65074 2.49416 -24.72049 0.30 0.23 -0.19 0.529
H -12.18621 3.29231 -27.39896 0.22 -1.04 -0.48 0.079
H -10.85505 4.31968 -27.79636 -0.27 0.26 -0.02 0.067
H -11.62145 4.65714 -25.65410 0.16 0.05 0.30 0.050
H -9.97432 4.03731 -25.40586 -0.04 -0.17 -0.37 0.063
```
Forces are in eV/Å.

Computed properties:
E_HOMO   -9.85 eV
ΔE to the lowest compared entry with this formula, charge and spin   160.6 kcal per mole
Structure (SMILES)   CCOC(=O)OC.CCOC(=O)OC.CCOC(=O)OC.CCOC(=O)OC.O=C1OCCO1.O=C1OCCO1.O=C1OCCO1.O=C1OCCO1.O=C1OCCO1.O=C1OCCO1.ClCCCl.ClCCCl

Computed, not measured: a 11-piece molecular cluster, C38H66O27S3 overall at a distorted geometry, with ωB97M-V/def2-TZVPD.

```
134
Properties=species:S:1:pos:R:3:forces:R:3:lowdin_charge:R:1
C 1.76543 6.30393 1.05399 0.49 0.77 -0.04 -0.006
C 1.20790 5.84449 -0.25504 -0.56 -0.26 -0.14 -0.302
C 0.03369 4.86305 -0.13024 0.77 -0.46 -0.21 -0.075
O -0.89217 5.33456 -1.10178 -0.49 -0.27 0.06 0.054
C -0.59898 6.59987 -1.45026 0.48 0.36 0.65 -0.564
O -1.29985 7.31957 -2.07739 -0.24 -0.01 -0.39 0.169
O 0.59823 6.96422 -0.92941 -0.21 -0.10 -0.06 0.087
H 0.96113 6.64864 1.70251 -0.04 -0.12 0.07 0.099
H 2.39715 7.17072 0.83970 0.07 -0.07 0.20 0.097
H 2.38419 5.57151 1.57010 -0.12 -0.19 -0.09 0.073
H 1.96757 5.47036 -0.94586 0.11 -0.10 0.16 0.140
H -0.38642 4.82356 0.87611 -0.30 0.31 -0.09 0.128
H 0.32372 3.84730 -0.40073 -0.02 0.06 -0.08 0.101
C -4.56282 -4.09528 -2.50539 -0.51 -0.53 0.27 -0.016
C -3.41674 -4.86816 -3.12583 0.07 0.96 -0.63 -0.272
C -3.00023 -4.39299 -4.53492 0.45 -0.24 -0.18 -0.058
O -1.74931 -3.71422 -4.33018 -0.29 0.24 0.29 0.070
C -1.35424 -3.85775 -3.05597 -0.33 0.36 -0.49 -0.589
O -0.35741 -3.37661 -2.61396 0.36 -0.04 0.15 0.132
O -2.24235 -4.55974 -2.33729 -0.01 -0.72 -0.01 0.069
H -4.90500 -4.63998 -1.62235 0.02 0.15 0.05 0.087
H -5.42603 -4.01621 -3.16834 0.12 -0.04 -0.14 0.091
H -4.27242 -3.09699 -2.18312 0.17 0.05 -0.19 0.088
H -3.61351 -5.93629 -3.17341 0.20 -0.07 0.48 0.152
H -3.73570 -3.74276 -5.00468 0.18 0.26 0.09 0.129
H -2.74480 -5.19297 -5.22944 -0.39 -0.23 0.13 0.134
C 4.90806 2.23763 -1.19125 -0.05 -0.66 0.16 -0.006
C 3.71704 3.09887 -1.51886 0.53 0.43 0.36 -0.316
C 3.76724 3.61085 -2.96643 0.15 -0.74 -0.18 -0.065
O 2.59930 3.03585 -3.56674 -0.12 0.18 -0.01 0.079
C 1.79610 2.51793 -2.61978 0.24 0.87 -0.03 -0.560
O 0.64532 2.26775 -2.78421 -0.09 -0.51 0.04 0.150
O 2.45266 2.42994 -1.43975 -0.19 -0.15 0.08 0.059
H 5.78102 2.85289 -1.41146 0.18 -0.24 0.04 0.105
H 4.93195 1.29718 -1.74812 0.05 0.24 -0.37 0.102
H 4.96112 1.93144 -0.14708 -0.09 0.28 0.16 0.072
H 3.73350 3.89409 -0.76729 -0.40 0.17 -0.24 0.143
H 4.63920 3.17943 -3.45692 -0.03 0.14 -0.16 0.130
H 3.76604 4.68649 -3.12198 -0.16 0.06 0.22 0.136
C 0.56622 -5.32638 -0.29938 0.24 -0.39 -0.88 0.001
C 1.32814 -5.86363 -1.51295 0.73 0.37 0.49 -0.286
C 2.59402 -5.07420 -1.89389 -0.79 0.49 -0.26 -0.099
O 3.57164 -6.06624 -2.14764 0.06 -0.09 -0.07 0.069
C 3.12245 -7.27304 -1.71896 0.12 0.01 0.24 -0.559
O 3.74971 -8.28047 -1.77556 -0.09 0.12 -0.02 0.166
O 1.88762 -7.15249 -1.18559 -0.04 -0.09 -0.30 0.078
H 1.17985 -4.62935 0.26927 0.02 -0.09 0.15 0.072
H 0.32002 -6.20240 0.29607 -0.29 0.23 0.25 0.096
H -0.30989 -4.80919 -0.67193 -0.21 0.01 0.35 0.049
H 0.70053 -5.97489 -2.39718 -0.17 -0.16 0.13 0.145
H 2.89915 -4.37931 -1.10790 0.26 -0.30 0.18 0.118
H 2.41863 -4.46971 -2.78351 0.15 -0.14 -0.11 0.131
C -2.04185 -0.23569 -3.97931 0.21 0.17 -0.80 -0.002
C -3.45195 0.03593 -4.47133 0.01 -0.52 -0.05 -0.293
C -3.63008 1.39914 -5.10435 0.56 0.36 0.07 -0.092
O -4.45613 1.16499 -6.24150 0.12 0.23 -0.09 0.072
C -4.21161 -0.10506 -6.64456 -0.42 -0.25 0.50 -0.568
O -4.41727 -0.53488 -7.73048 -0.08 -0.02 -0.11 0.168
O -3.76799 -0.83671 -5.59529 0.47 0.03 -0.32 0.058
H -1.46869 -0.60584 -4.83580 -0.11 -0.42 0.18 0.105
H -2.05368 -0.95602 -3.16866 0.31 0.00 0.03 0.058
H -1.48126 0.66870 -3.73182 -0.40 0.08 0.56 0.077
H -4.18453 -0.24798 -3.71853 -0.10 0.57 0.16 0.142
H -2.66958 1.78706 -5.46654 0.04 -0.19 0.01 0.145
H -4.00967 2.16176 -4.43618 -0.55 -0.17 -0.08 0.103
C 2.11110 2.52719 2.41703 -0.76 -0.69 0.24 -0.020
C 3.36314 2.79628 3.18533 1.32 -1.00 -0.02 -0.297
C 4.37636 1.68784 2.83646 -0.52 -0.19 -0.56 -0.128
O 5.58424 2.36104 2.51898 0.02 0.31 0.41 0.073
C 5.34639 3.68923 2.45279 0.35 -0.14 -0.10 -0.569
O 6.15314 4.49777 2.11745 -0.17 0.00 0.00 0.157
O 4.07354 3.97588 2.79825 -0.31 0.41 -0.27 0.073
H 1.28720 3.18945 2.68100 -0.01 0.11 -0.38 0.091
H 1.78297 1.50013 2.64159 -0.08 0.20 0.50 0.079
H 2.28518 2.38216 1.34627 0.11 0.86 -0.08 0.081
H 3.26537 2.83436 4.26925 -0.53 0.17 -0.01 0.158
H 4.05072 1.18306 1.92422 0.03 -0.11 0.06 0.090
H 4.48849 0.92440 3.60004 0.39 0.17 0.11 0.130
C -2.73434 -0.48477 4.23801 0.28 0.72 1.19 -0.025
C -3.37442 0.78212 3.73090 -0.21 -0.29 0.30 -0.326
C -4.02910 1.71060 4.76741 -1.07 -0.52 -0.49 -0.081
O -3.64178 3.01662 4.34594 0.06 0.09 0.02 0.076
C -2.68057 2.93210 3.39465 0.01 -0.78 0.55 -0.556
O -2.11130 3.84556 2.90290 0.07 0.43 -0.19 0.162
O -2.41463 1.63395 3.12277 0.25 0.32 -0.29 0.045
H -3.50312 -1.12776 4.67021 -0.03 -0.36 -0.59 0.102
H -2.10001 -0.27071 5.10682 0.20 0.19 -0.24 0.095
H -2.10674 -0.90728 3.46211 -0.23 -0.40 -0.05 0.041
H -4.10991 0.48187 2.97779 0.03 0.31 -0.14 0.154
H -3.82947 1.52437 5.82252 0.69 0.13 -0.09 0.135
H -5.11297 1.60004 4.66877 0.04 0.35 0.02 0.132
C 1.16905 -1.85281 4.96512 0.51 -0.01 -1.00 -0.018
C -0.01614 -2.77020 5.07917 0.32 -0.72 -0.28 -0.290
C -0.54804 -3.25573 3.70795 -0.11 -0.19 0.59 -0.089
O -0.31449 -4.66721 3.72129 -0.12 -0.01 -0.29 0.060
C 0.18767 -5.06967 4.90790 -0.03 0.59 -0.16 -0.576
O 0.37657 -6.19770 5.20947 0.14 -0.32 0.11 0.172
O 0.45437 -3.99677 5.67876 -0.16 -0.14 0.35 0.073
H 0.98166 -1.00941 4.29369 -0.37 0.27 0.52 0.066
H 1.92963 -2.39316 4.38277 -0.02 -0.18 0.31 0.088
H 1.61976 -1.58457 5.91525 -0.20 0.20 0.08 0.089
H -0.83117 -2.43712 5.71928 0.10 0.36 -0.03 0.142
H -0.03255 -2.80334 2.86477 -0.01 0.05 0.00 0.103
H -1.62466 -3.10369 3.65119 0.01 0.05 -0.26 0.118
C -5.66668 3.10797 -0.68339 -0.09 0.23 -0.09 -0.251
S -3.91173 2.77197 -0.88862 0.06 -0.06 0.01 0.814
O -3.85613 1.41886 -1.52357 0.05 -0.48 0.19 -0.565
C -3.57174 3.85206 -2.25868 0.00 0.65 0.29 -0.258
H -5.89881 4.16563 -0.55441 0.26 0.07 -0.19 0.061
H -6.03953 2.60704 0.20726 0.12 -0.31 -0.12 0.046
H -6.10876 2.70990 -1.59614 -0.28 0.01 0.11 0.056
H -3.60124 4.89307 -1.93352 0.08 0.00 -0.04 0.062
H -4.28053 3.69135 -3.06651 -0.06 -0.12 0.02 0.049
H -2.55426 3.59965 -2.54888 0.01 0.07 -0.15 0.051
C 3.42095 -1.56031 1.37010 -0.18 0.03 -0.97 -0.270
S 5.20914 -1.82173 1.37152 -0.26 -0.32 0.10 0.827
O 5.83854 -0.77201 2.21555 -0.08 0.17 -0.11 -0.538
C 5.18800 -3.26298 2.43676 0.43 -0.15 0.81 -0.265
H 2.93788 -2.51037 1.12977 -0.01 -0.09 0.48 0.040
H 3.14048 -0.93738 0.51479 0.26 0.30 0.21 0.043
H 3.07008 -1.09248 2.28520 -0.01 -0.24 0.17 0.042
H 6.23810 -3.46425 2.65774 -0.01 -0.13 -0.24 0.052
H 4.70440 -4.16053 2.05765 -0.02 0.14 -0.33 0.055
H 4.75623 -2.99056 3.40386 -0.22 0.15 -0.17 0.057
C -1.00851 -1.59486 -0.10487 -0.22 -0.97 1.23 -0.250
S -0.92243 -0.20564 1.03795 -0.39 0.18 -1.07 0.845
O 0.20243 -0.52919 1.96803 0.33 0.06 0.11 -0.554
C -0.32147 0.88573 -0.27686 0.15 0.26 0.60 -0.234
H -1.46090 -2.39839 0.48847 -0.32 0.03 -0.29 0.051
H -0.00966 -1.98367 -0.30422 0.12 0.51 -0.36 0.056
H -1.59882 -1.37477 -0.98722 0.06 0.07 -0.04 0.043
H 0.38816 0.27212 -0.82203 0.22 0.40 -0.27 0.056
H 0.11852 1.79214 0.13532 0.26 -0.26 0.24 0.029
H -1.13621 1.24124 -0.90058 -0.29 -0.45 -0.15 0.039
```
Forces are in eV/Å.

Computed properties:
E_HOMO   -9.46 eV
ΔE to the lowest compared entry with this formula, charge and spin   0.2 kcal per mole

What are the HOMO-LUMO gap values for these records? In order: 9.77 9.24 eV.